1.
Density functional theory data (the ωB97M-V functional and the def2-TZVPD basis) for a cluster of 2 separate species, C7H21O7P2 in total at a distorted geometry.

Structure (XYZ):
```
37
Properties=species:S:1:pos:R:3:forces:R:3
O -3.095193 -0.100501 1.599241 -0.8 0.2 -0.8
O -2.960717 -0.927162 2.737135 1.0 0.2 1.1
C -4.200007 -1.409643 3.133146 0.0 -0.2 -0.5
P -5.560041 -0.154560 3.068388 -0.5 -0.6 -0.5
O -6.934849 -0.950735 2.781135 1.3 0.7 0.2
H -2.306231 0.467119 1.622497 0.2 -0.3 0.3
H -4.059424 -1.830016 4.135339 -0.1 0.2 -0.1
H -4.516325 -2.241882 2.477791 -0.3 0.3 0.0
H -5.354869 0.678303 1.958034 0.1 0.1 0.4
H -5.711414 0.617503 4.230950 -0.1 -0.2 -0.2
H -6.850278 -1.257026 1.860438 -0.7 -0.3 0.1
O 0.930004 1.531360 0.469548 2.1 3.0 -0.4
P 1.983895 1.107780 -0.517551 -1.8 -7.0 -1.3
O 1.071140 0.742644 -1.835098 0.4 0.7 0.4
C 0.475322 1.814356 -2.572999 -0.1 0.2 -0.3
C 1.496282 2.557951 -3.415249 0.1 0.1 0.1
O 2.283397 -0.390200 0.100458 0.4 0.6 -0.1
C 1.998122 -0.700835 1.460563 -0.2 -0.2 0.1
C 0.673584 -1.425367 1.564235 -0.2 -0.2 0.0
O 3.409232 1.081612 -1.338737 -1.1 3.0 1.3
C 4.110675 -0.111538 -1.721569 0.8 -0.7 -0.1
C 3.359077 -1.022113 -2.665248 -0.4 0.0 0.0
H -0.036968 2.498326 -1.889843 0.0 -0.1 0.0
H -0.278270 1.366346 -3.221277 0.0 -0.1 0.1
H 2.212149 3.090290 -2.784018 0.0 0.0 0.0
H 1.003515 3.288195 -4.058381 0.0 0.0 0.0
H 2.064114 1.866590 -4.036808 -0.1 0.0 0.0
H 2.011801 0.194523 2.080253 -0.1 0.0 -0.1
H 2.800139 -1.347106 1.823510 0.0 0.0 -0.2
H -0.118565 -0.885828 1.041706 0.1 0.2 0.0
H 0.382092 -1.552029 2.609063 0.0 0.0 0.0
H 0.737717 -2.409503 1.097497 0.0 0.0 0.1
H 4.450807 -0.648011 -0.837353 -0.2 0.1 0.1
H 5.012790 0.240651 -2.225182 -0.1 0.3 0.0
H 2.503357 -1.494346 -2.185459 0.0 0.0 0.0
H 4.023163 -1.814160 -3.015518 0.1 0.1 0.1
H 2.990777 -0.470988 -3.530633 0.1 0.0 0.0
```
Forces are in eV/Å.

Calculated values
max |F|: 7.3 eV/A
charge: +1
orbital gap: 0.279 Eh

Here are the Löwdin charges for atoms 1 to 2, given in e: number 1, O, carries -0.04; number 2, O, carries -0.16


2.
Density functional theory data (the ωB97M-V functional and the def2-TZVPD basis) for a structure of composition C7H22F21O32S7Zn3 at a distorted geometry.

Structure (XYZ):
```
92
Properties=species:S:1:pos:R:3:forces:R:3
Zn 2.499772 2.904533 -0.754021 -0.4 0.0 -0.3
Zn 0.721712 -2.324827 -2.074711 -0.4 0.2 0.7
Zn -2.686248 1.544003 -2.544961 0.8 -0.8 1.3
C -2.705258 4.325303 0.977829 0.0 0.6 -0.5
F -3.486878 3.272413 1.128219 -0.4 -0.3 0.6
F -3.290918 5.431043 1.501649 1.0 -1.5 -0.5
F -1.526328 4.073003 1.610839 -1.0 0.4 -0.6
S -2.506808 4.540703 -0.909691 0.4 5.7 -1.0
O -1.128118 5.021493 -1.075561 -0.8 -0.7 0.4
O -2.689288 3.257483 -1.557231 -0.9 -1.6 -0.5
O -3.491868 5.577203 -1.295791 1.4 -2.7 1.1
C 6.306422 2.333223 1.158469 -2.0 1.5 1.6
F 7.284322 2.955573 1.874919 -1.2 -1.2 -1.0
F 6.353472 2.801873 -0.111781 0.4 -1.0 0.6
F 6.380322 1.007633 1.283249 0.9 0.6 -0.9
S 4.492212 2.756403 1.885339 3.4 1.1 7.1
O 4.592352 4.097553 2.471129 0.4 -1.6 -1.1
O 3.573652 2.745113 0.818529 -2.4 -0.6 -3.8
O 4.228862 1.688403 2.888779 0.5 1.2 -2.3
C -0.966758 -6.192997 -1.613621 1.5 0.8 1.3
F 0.359392 -6.577187 -1.636591 -0.9 1.4 -1.2
F -1.560628 -5.945337 -2.766501 1.1 0.1 -0.3
F -1.523948 -7.206397 -1.067041 -1.8 -1.5 1.0
S -1.164778 -4.697327 -0.430331 2.0 1.0 2.7
O -0.262958 -3.566057 -0.879361 -0.7 -2.0 -0.2
O -2.559438 -4.376627 -0.411751 -0.3 -0.1 -1.0
O -0.683718 -5.130987 0.911679 -0.5 -0.2 -2.3
C 3.545982 -0.933767 -5.058101 -2.2 1.3 0.5
F 3.320222 -2.196117 -5.285091 0.9 -1.4 0.5
F 4.377082 -0.648807 -4.038231 0.4 -0.8 -0.5
F 3.947242 -0.385277 -6.167381 0.6 0.6 -0.3
S 1.875412 -0.278227 -4.532661 -4.7 4.0 -2.1
O 1.388192 -1.097837 -3.418301 2.2 -0.1 0.4
O 2.093812 1.170773 -4.148901 0.7 -3.4 -0.7
O 0.855962 -0.377007 -5.609251 3.3 -0.1 1.4
C -3.566158 -2.559897 -3.562861 3.1 1.0 1.7
F -4.249858 -2.512077 -4.629101 -2.0 0.4 -1.4
F -4.177448 -2.014967 -2.463901 0.1 -1.0 -1.3
F -3.200688 -3.828667 -3.357691 -0.3 0.7 0.5
S -1.956298 -1.481247 -3.884841 1.0 -1.1 -3.8
O -2.288168 -0.090977 -3.534051 -1.1 1.0 -0.6
O -0.995338 -1.928427 -2.916441 -0.6 -1.1 0.5
O -1.547298 -1.716837 -5.294731 -1.9 0.6 3.4
C -0.662288 0.537103 1.280619 1.4 0.8 0.5
F -0.472508 -0.729017 1.723549 -0.5 2.2 -0.2
F -1.939858 0.856373 1.157879 0.0 -0.4 0.4
F -0.089128 1.482703 2.118199 -0.6 -2.0 -1.4
S 0.024842 0.630243 -0.470731 -0.8 -2.7 -3.5
O 0.186082 -0.799347 -0.856601 0.1 2.5 1.9
O -1.060558 1.187493 -1.325211 2.4 0.1 2.0
O 1.284122 1.348463 -0.468041 -0.9 -0.4 0.5
C -2.164188 1.462123 4.757759 1.2 0.1 0.8
F -2.285948 2.054643 3.594009 -1.0 1.0 0.1
F -3.281148 1.320833 5.456739 0.4 -0.1 -1.0
F -1.558868 0.310603 4.464069 -0.7 -0.2 0.9
S -0.976538 2.444813 5.865469 1.9 1.1 0.6
O -0.857748 1.809873 7.173389 -0.4 -0.6 -0.6
O 0.358152 2.416123 5.224879 -1.5 -0.3 0.1
O -1.454468 3.798053 6.048419 -0.4 -0.5 -0.7
O -3.649588 0.626733 -1.037171 -1.1 1.4 -0.6
H -3.516198 -0.184367 -0.546701 0.7 -1.8 0.4
H -4.394468 1.047233 -0.607571 -0.3 0.3 0.1
O 2.554332 -2.603687 -1.125111 0.0 -0.2 -0.1
H 2.779772 -3.323127 -0.535351 -0.2 -0.4 0.2
H 3.379452 -2.138317 -1.262331 0.1 0.3 -0.2
O 3.864682 1.453623 -1.617681 -0.1 0.0 0.0
H 3.637232 0.573243 -1.318651 -0.4 -0.2 0.3
H 4.654342 1.331533 -2.144701 0.3 0.4 -0.3
O 0.274282 -1.664027 4.463859 0.2 0.2 0.4
H 0.322302 -2.180067 3.659109 0.3 -0.4 -0.2
H -0.380348 -0.990727 4.278499 0.2 -0.2 0.1
O 1.142692 4.184763 0.014669 0.8 0.1 0.1
H 0.744962 4.269343 0.881209 0.1 -0.2 0.5
H 0.596052 4.726773 -0.554231 -0.9 0.2 -0.5
O 1.541992 3.066303 -2.615651 0.1 1.3 1.2
H 1.852342 2.364743 -3.188131 0.3 -1.4 -0.8
H 1.140522 3.700693 -3.209461 -0.1 0.5 0.2
O -3.202128 -1.710127 0.189059 -0.1 0.8 -0.3
H -2.672288 -1.958027 0.946719 -0.1 -0.2 0.4
H -3.369878 -2.534967 -0.266701 0.1 -0.4 -0.2
O -2.218488 -2.587737 2.874649 -0.2 0.1 -0.2
H -1.384608 -2.665467 2.411139 0.5 0.0 0.0
H -2.294388 -3.403027 3.370409 -0.2 -0.3 0.2
O 0.672802 -3.169987 2.163459 0.3 0.6 0.4
H 1.507152 -3.284777 1.708589 0.1 0.1 0.0
H 0.162912 -3.945357 1.928859 -0.3 -0.9 -0.5
O 2.642502 -0.440657 1.575379 -0.3 -0.4 -0.7
H 2.291772 -1.071927 2.203639 -0.2 -0.1 0.3
H 3.024362 0.250073 2.116959 0.5 0.6 0.5
O -3.925978 -0.354447 2.831749 -0.5 0.6 0.2
H -3.395098 -1.141677 2.952899 0.2 -0.5 0.1
H -3.414128 0.190543 2.234049 -0.1 0.0 0.0
```
Forces are in eV/Å.

Calculated values
max |F|: 7.9 eV/A
spin multiplicity: 2
orbital gap (alpha / beta): 0.315 / 0.207 Eh

Here are the Löwdin charges for atoms 1 to 2, given in e: number 1, Zn, carries 0.77; number 2, Zn, carries 0.70


Number 1: energy -1488.3336 Eh. Number 2: energy -12910.1775 Eh.